Here is a 2-piece molecular cluster, C5H12O overall in a non-equilibrium geometry from the OMol25 dataset. Energies are from wB97M-V/def2-TZVPD.

Results
total energy = -7426.776 eV
molecular weight = 88.150 g mol⁻¹
relative energy (zero: lowest compared OMol25 entry of this formula, charge and spin) = 12.34 kcal per mole
Kohn-Sham gap = 11.797 eV

Element x y z (Å)
C (1.16, 0.73, 0.60)
C (0.96, 1.87, -0.44)
C (-0.54, 1.67, -0.86)
C (-1.10, 0.47, -0.02)
C (0.11, -0.33, 0.23)
H (0.71, 1.07, 1.55)
H (2.18, 0.36, 0.81)
H (1.71, 1.85, -1.25)
H (1.01, 2.86, 0.05)
H (-0.68, 1.40, -1.92)
H (-1.16, 2.57, -0.65)
H (-1.91, -0.10, -0.52)
H (-1.52, 0.90, 0.91)
H (-0.06, -1.04, 1.06)
H (0.50, -0.91, -0.63)
O (-0.23, -4.78, 0.31)
H (-1.06, -4.70, 0.84)
H (-0.08, -3.89, -0.07)